# 1
Computed, not measured: 7 unconnected molecules or ions with the total composition C32H53NO14, with ωB97M-V/def2-TZVPD.

Atoms and positions in Å:
C 4.63 1.68 0.69
C 3.31 0.95 1.03
C 2.64 0.24 -0.14
O 1.55 0.94 -0.76
C 1.79 2.26 -0.92
O 2.69 2.63 -1.57
N 0.90 3.17 -0.36
C -0.06 2.64 0.64
C -1.25 1.85 0.05
C -1.46 2.04 -1.46
C -1.21 0.36 0.44
H 4.98 1.30 -0.26
H 4.42 2.73 0.54
H 5.39 1.59 1.45
H 2.65 1.64 1.55
H 3.55 0.18 1.76
H 2.23 -0.70 0.20
H 3.39 0.01 -0.90
H 1.51 3.82 0.14
H -0.46 3.50 1.17
H 0.41 2.02 1.41
H -2.14 2.24 0.54
H -2.53 2.12 -1.62
H -1.15 1.14 -1.98
H -1.01 2.94 -1.86
H -1.44 -0.27 -0.40
H -0.23 0.07 0.82
H -1.91 0.15 1.23
O -3.90 4.76 -1.15
C -4.70 4.14 -1.78
C -5.38 4.57 -3.07
C -6.54 3.58 -3.17
C -5.98 2.36 -2.45
O -5.10 2.89 -1.45
H -4.68 4.46 -3.89
H -5.72 5.60 -3.00
H -6.86 3.37 -4.19
H -7.40 3.97 -2.62
H -5.41 1.72 -3.12
H -6.76 1.77 -1.98
O -4.21 -0.03 -0.19
C -4.94 -0.80 -0.75
C -5.64 -2.00 -0.15
C -6.06 -2.78 -1.39
C -6.24 -1.67 -2.42
O -5.27 -0.67 -2.06
H -6.50 -1.65 0.43
H -4.95 -2.56 0.49
H -6.96 -3.38 -1.25
H -5.25 -3.44 -1.70
H -7.23 -1.22 -2.39
H -6.04 -2.01 -3.44
O 7.86 2.72 1.75
C 8.35 2.44 0.69
C 8.51 3.37 -0.49
C 8.80 2.40 -1.63
C 9.47 1.25 -0.91
O 8.87 1.23 0.40
H 9.36 4.04 -0.30
H 7.61 3.95 -0.66
H 9.41 2.82 -2.43
H 7.86 2.07 -2.07
H 10.55 1.40 -0.79
H 9.30 0.29 -1.40
O -3.78 -3.42 1.80
C -4.39 -4.30 2.34
C -3.92 -5.72 2.59
C -5.22 -6.44 2.93
C -6.04 -5.32 3.55
O -5.62 -4.12 2.87
H -3.21 -5.72 3.42
H -3.44 -6.13 1.70
H -5.09 -7.29 3.60
H -5.70 -6.79 2.02
H -5.84 -5.20 4.62
H -7.11 -5.45 3.41
O -3.90 -0.97 6.35
C -3.84 0.02 5.69
C -4.14 0.15 4.21
C -3.52 1.50 3.87
C -3.63 2.25 5.19
O -3.52 1.24 6.20
H -5.22 0.15 4.06
H -3.68 -0.66 3.65
H -4.00 2.02 3.04
H -2.46 1.37 3.61
H -4.60 2.75 5.30
H -2.85 2.99 5.32
O 10.57 -1.58 -2.28
C 9.74 -2.28 -2.78
C 8.98 -3.41 -2.11
C 8.40 -4.16 -3.31
C 8.25 -3.05 -4.34
O 9.32 -2.13 -4.06
H 8.20 -2.98 -1.48
H 9.65 -4.03 -1.52
H 7.47 -4.68 -3.10
H 9.12 -4.90 -3.66
H 7.30 -2.52 -4.24
H 8.34 -3.41 -5.36

Net charge ... 0
SMILES ... CCCOC(=O)NCC(C)C.O=C1CCCO1.O=C1CCCO1.O=C1CCCO1.O=C1CCCO1.O=C1CCCO1.O=C1CCCO1
E_HOMO ... -9.54 eV
Gap between HOMO and LUMO ... 9.99 eV

These are the Mulliken partial charges, in e, on atoms 1 to 99: -1.131 -0.377 -0.704 -0.227 0.375 -0.582 -0.292 -1.003 1.197 -1.560 -1.458 0.239 0.291 0.436 0.219 0.476 0.363 0.375 0.344 0.586 0.225 0.591 -0.009 0.445 0.392 0.257 0.426 0.038 -0.581 0.578 -0.516 -0.549 -0.198 -0.271 0.248 0.318 0.332 0.268 0.198 0.215 -0.340 0.187 0.524 -0.722 -0.483 -0.361 0.329 -0.405 0.384 0.312 0.250 0.366 -0.588 0.539 -0.404 -0.499 -0.011 -0.346 0.269 0.275 0.352 0.260 0.256 -0.110 -0.698 0.648 -0.481 -0.502 -0.465 -0.333 0.290 0.304 0.327 0.268 0.287 0.320 -0.588 0.497 -0.125 -0.170 -0.551 -0.364 0.236 0.052 0.319 0.090 0.267 0.341 -0.586 0.564 -0.424 -0.484 -0.417 -0.357 0.253 0.313 0.330 0.260 0.269

***

# 2
Computed, not measured: a molecular structure, C32H54N2O3P2Sn, with ωB97M-V/def2-TZVPD.

Atoms and positions in Å:
Sn 0.56 -0.28 0.08
C -0.32 -3.27 1.86
C 1.05 -3.31 1.48
C 0.90 -2.17 3.47
C -0.41 -2.56 3.09
C 1.80 -2.62 2.47
C -1.47 -3.83 1.11
H -1.14 -4.60 0.40
H -2.02 -3.04 0.57
H -2.18 -4.29 1.81
C -1.67 -2.22 3.77
H -2.41 -3.03 3.66
H -2.11 -1.31 3.33
H -1.50 -2.03 4.84
C 1.28 -1.46 4.71
H 1.64 -2.17 5.48
H 0.44 -0.90 5.13
H 2.10 -0.76 4.52
C 3.25 -2.35 2.46
H 3.74 -2.79 3.34
H 3.44 -1.26 2.48
H 3.72 -2.76 1.56
C 1.62 -3.94 0.26
H 2.25 -4.80 0.53
H 2.25 -3.24 -0.31
H 0.83 -4.31 -0.40
C -1.53 0.29 -5.00
C -1.62 -1.04 -4.79
C -0.86 -2.09 -5.55
C 0.60 -1.69 -5.87
C 1.26 -0.96 -4.73
C 1.45 0.37 -4.72
C 0.74 1.35 -5.62
C -0.70 0.96 -6.06
H -1.38 -2.34 -6.49
H 0.62 -1.11 -6.80
H -0.85 -3.02 -4.96
H -0.66 0.38 -7.00
H -2.29 0.95 -4.55
H -2.47 -1.43 -4.21
H -1.21 1.90 -6.32
H 0.67 2.32 -5.11
H 2.35 0.80 -4.23
H 1.33 1.54 -6.53
H 1.16 -2.62 -6.07
H 1.82 -1.64 -4.07
P -1.37 -0.02 -1.52
P 2.19 1.16 -1.21
C -0.42 1.18 -2.54
C 0.86 1.98 -2.12
H -1.17 1.90 -2.93
H -0.14 0.53 -3.37
H 1.36 2.36 -3.03
H 0.55 2.86 -1.53
C 3.27 2.31 -0.40
H 3.36 2.05 0.66
H 2.86 3.32 -0.53
H 4.25 2.24 -0.91
C 3.17 -0.09 -2.06
H 3.86 0.43 -2.74
H 2.55 -0.78 -2.64
H 3.76 -0.68 -1.35
C -3.12 0.01 -1.75
H -3.54 -0.91 -1.33
H -3.35 0.10 -2.82
H -3.51 0.88 -1.19
C -0.73 -1.69 -2.04
H 0.14 -2.09 -1.48
H -0.43 -1.68 -3.09
H -1.53 -2.42 -1.88
C -2.88 1.24 5.15
C -2.62 2.51 4.36
C -1.29 2.55 3.58
C -1.16 3.91 2.83
C -1.25 5.14 3.73
C -0.11 2.36 4.52
O -0.13 2.38 5.74
N 1.09 2.23 3.82
C 1.23 1.45 2.66
O 2.34 1.00 2.34
N 0.08 1.18 1.98
C -1.16 1.41 2.55
O -2.12 0.72 2.21
H -3.01 0.39 4.48
H -3.80 1.35 5.73
H -2.06 1.05 5.84
H -3.44 2.66 3.64
H -2.63 3.36 5.05
H -0.19 3.90 2.31
H -1.94 3.94 2.06
H -0.66 5.03 4.65
H -0.86 6.01 3.18
H -2.29 5.36 3.99
H 1.93 2.29 4.38

Net charge ... +2
E_HOMO (alpha / beta) ... -13.32 / -13.21 eV
Gap between HOMO and LUMO (alpha / beta) ... 5.61 / 5.55 eV

The computed Mulliken charges, all in e, follow: -0.215 0.235 0.889 1.037 0.889 0.466 -1.597 0.448 0.154 0.493 -1.228 0.375 0.055 0.487 -1.512 0.429 0.317 0.311 -1.431 0.359 0.225 0.424 -1.434 0.438 0.243 0.346 -0.265 -0.265 -0.715 -1.080 0.025 -0.872 -0.882 -1.258 0.426 0.263 0.338 0.315 0.710 0.614 0.472 0.226 1.019 0.492 0.403 0.508 1.045 1.233 1.551 -1.717 0.823 -2.079 0.491 0.556 -1.170 0.184 0.490 0.517 -1.158 0.580 -0.122 0.396 -1.258 0.414 0.472 0.429 -0.833 -0.112 -0.467 0.687 -1.089 -0.954 2.292 -0.977 -1.391 -0.373 -0.581 0.224 -0.298 -0.664 0.542 -0.628 -0.734 0.131 0.468 0.314 0.387 0.479 0.226 0.509 0.330 0.424 0.352 0.380

***

# 3
Computed, not measured: a molecular structure, C32H55AsF6N3O10PtS5, with ωB97M-V/def2-TZVPD.

Atoms and positions in Å:
Pt 20.43 14.72 15.06
As 17.37 17.21 15.03
F 18.85 16.16 15.17
F 16.65 15.76 14.30
F 15.90 18.31 14.75
F 18.25 18.61 15.80
F 18.01 17.74 13.44
F 16.73 16.65 16.66
C 20.47 22.23 12.99
C 20.06 21.70 14.40
C 18.81 20.91 14.19
S 17.73 21.77 12.98
O 16.81 22.72 13.54
O 17.22 20.90 11.91
C 19.14 22.74 12.33
H 20.97 21.48 12.37
H 21.22 23.02 12.96
H 19.83 22.34 15.26
H 20.86 21.02 14.67
H 18.09 20.83 15.00
H 19.02 19.95 13.73
H 18.84 23.70 12.75
H 19.15 22.91 11.25
C 22.22 18.75 10.41
C 20.65 18.87 10.41
C 19.97 17.85 11.34
S 21.22 16.51 11.62
O 21.42 15.64 10.45
O 20.96 15.99 13.01
C 22.63 17.75 11.57
H 22.71 19.72 10.52
H 22.58 18.46 9.43
H 20.41 18.59 9.38
H 20.25 19.86 10.61
H 18.94 17.57 11.11
H 19.89 18.25 12.35
H 23.60 17.27 11.53
H 22.60 18.28 12.53
C 15.60 14.32 18.33
C 15.04 13.23 17.35
C 16.06 13.09 16.26
S 17.73 13.11 17.02
O 18.73 13.89 16.26
O 18.11 11.75 17.46
C 17.11 14.06 18.48
H 15.12 14.29 19.31
H 15.46 15.26 17.79
H 14.07 13.59 17.01
H 14.87 12.34 17.95
H 15.89 13.97 15.63
H 15.97 12.23 15.59
H 17.81 14.90 18.51
H 17.22 13.53 19.42
C 22.20 19.77 17.87
C 23.34 18.85 17.76
C 23.34 18.37 16.29
S 21.61 18.14 15.73
O 21.24 16.71 15.86
O 21.46 18.80 14.45
C 20.94 19.22 17.15
H 22.43 20.73 17.39
H 21.93 20.00 18.90
H 23.14 17.95 18.35
H 24.31 19.18 18.13
H 24.00 17.51 16.11
H 23.81 19.13 15.67
H 20.43 18.52 17.82
H 20.27 20.03 16.88
C 17.96 14.58 9.99
C 18.41 13.10 9.91
C 19.14 12.78 11.19
S 18.09 13.53 12.52
O 19.07 14.20 13.46
O 17.13 12.62 13.10
C 17.29 14.76 11.37
H 17.29 14.77 9.16
H 18.80 15.23 9.75
H 19.06 13.03 9.03
H 17.55 12.43 9.91
H 20.08 13.31 11.27
H 19.18 11.69 11.29
H 17.15 15.74 11.83
H 16.25 14.42 11.34
N 12.57 15.46 13.80
C 13.64 14.88 13.18
C 13.31 13.67 12.70
C 11.91 13.57 12.85
C 11.54 14.64 13.64
H 12.59 16.30 14.36
H 14.58 15.42 13.17
H 13.91 12.89 12.26
H 11.37 12.74 12.42
H 10.53 14.84 13.98
N 17.44 19.71 19.65
C 17.96 19.84 20.93
C 18.94 18.89 21.17
C 18.95 18.16 19.97
C 18.03 18.66 19.08
H 16.81 20.35 19.19
H 17.67 20.68 21.54
H 19.56 18.73 22.04
H 19.60 17.31 19.81
H 17.76 18.40 18.07
N 11.52 18.36 17.52
C 11.73 18.42 16.16
C 13.05 17.97 15.93
C 13.58 17.52 17.19
C 12.55 17.74 18.16
H 10.62 18.61 17.91
H 11.03 19.04 15.60
H 13.63 17.91 15.03
H 14.61 17.24 17.36
H 12.48 17.58 19.22

Net charge ... 0
2S+1 ... 4
E_HOMO (alpha / beta) ... -5.67 / -7.78 eV
Gap between HOMO and LUMO (alpha / beta) ... 5.66 / 7.03 eV

These are the Mulliken partial charges, in e, on atoms 1 to 99: 2.596 1.895 -0.450 -0.384 -0.499 -0.353 -0.300 -0.361 -0.545 0.101 0.467 1.243 -0.745 -0.638 -0.995 -0.064 0.544 0.424 -0.342 0.422 -0.798 0.460 0.441 -0.828 -0.676 0.779 0.587 -0.671 -0.451 -0.358 0.433 0.340 0.312 0.324 0.528 -1.235 0.556 -0.140 0.213 -0.963 0.145 0.549 -0.713 -0.720 -0.648 0.579 -0.663 0.428 0.348 -0.411 0.613 0.162 0.454 -0.940 -0.616 -1.002 1.069 -0.886 -0.727 -0.131 0.296 0.410 0.247 0.425 0.550 0.342 -0.118 0.461 -0.498 -0.685 -0.753 1.003 -0.739 -0.637 -0.418 0.443 0.077 0.376 0.315 0.325 0.456 0.148 0.384 0.240 -0.685 -0.047 -0.868 -0.505 0.143 0.432 0.480 0.374 0.400 0.049 -0.670 -0.736 -0.390 -0.550 0.226

***

# 4
Computed, not measured: 3 unconnected molecules or ions with the total composition C32H55BN4O7S, with ωB97M-V/def2-TZVPD.

Atoms and positions in Å:
C 2.17 -4.73 2.60
C 2.14 -3.31 1.84
O 1.22 -2.50 2.13
O 3.10 -2.90 0.87
C 2.60 -3.15 -0.48
C 3.38 -2.13 -1.48
C 2.49 -0.88 -1.93
C 1.75 -0.12 -0.70
C 0.17 -0.28 -0.89
C -0.70 0.94 -0.25
C -2.16 0.29 0.08
C -2.95 0.65 1.40
C -4.31 -0.03 1.68
C -4.86 -1.04 0.64
C -4.10 -1.39 -0.70
C -2.74 -0.71 -0.97
N -4.67 -2.35 -1.67
C -5.07 -3.62 -1.06
C -4.58 -5.00 -1.65
C -5.02 -6.36 -0.99
C -5.94 -6.33 0.28
B -6.37 -7.71 1.01
N -5.24 -8.69 1.32
O -7.70 -8.07 1.43
C -6.44 -4.98 0.89
C -5.99 -3.66 0.22
S -6.47 -1.97 0.87
H 1.97 -5.56 1.84
H 3.21 -4.96 3.06
H 1.37 -4.80 3.41
H 2.89 -4.22 -0.80
H 1.46 -3.01 -0.58
H 4.38 -1.87 -0.98
H 3.65 -2.76 -2.41
H 3.21 -0.10 -2.39
H 1.75 -1.23 -2.74
H 1.99 1.01 -0.77
H 2.11 -0.49 0.32
H -0.14 -1.29 -0.41
H -0.10 -0.39 -2.01
H -0.23 1.15 0.78
H -0.77 1.85 -0.93
H -2.56 1.38 2.18
H -4.96 0.16 2.62
H -2.22 -0.97 -1.95
H -4.07 -2.47 -2.49
H -3.89 -4.96 -2.57
H -4.64 -7.36 -1.40
H -4.39 -8.35 0.82
H -5.03 -8.51 2.32
H -7.59 -8.39 2.37
H -7.10 -4.97 1.83
C -2.78 7.59 5.43
O -3.48 6.46 5.93
C -4.90 6.57 5.82
C -5.44 5.62 4.75
N -5.06 6.06 3.41
C -5.30 5.05 2.36
C -4.54 3.72 2.47
O -3.13 3.83 2.26
C -2.40 4.23 3.41
H -1.74 7.51 5.73
H -2.81 7.62 4.34
H -3.19 8.52 5.83
H -5.22 7.60 5.64
H -5.31 6.26 6.79
H -6.53 5.57 4.82
H -5.04 4.62 4.97
H -4.08 6.30 3.40
H -5.02 5.52 1.41
H -6.37 4.85 2.31
H -4.90 3.08 1.66
H -4.76 3.18 3.40
H -2.84 3.86 4.34
H -2.31 5.32 3.44
H -1.38 3.83 3.32
C 7.06 -1.13 -2.23
O 6.21 -0.41 -3.10
C 6.06 0.96 -2.74
C 6.78 1.87 -3.74
N 8.23 1.75 -3.62
C 8.97 2.37 -4.72
C 8.74 1.82 -6.14
O 9.23 0.50 -6.34
C 8.37 -0.53 -5.90
H 6.96 -2.20 -2.46
H 8.11 -0.86 -2.38
H 6.79 -0.98 -1.18
H 6.38 1.16 -1.71
H 4.99 1.18 -2.80
H 6.48 2.91 -3.56
H 6.44 1.59 -4.74
H 8.48 0.77 -3.58
H 10.03 2.25 -4.49
H 8.77 3.45 -4.72
H 9.31 2.46 -6.82
H 7.69 1.90 -6.46
H 7.31 -0.27 -6.02
H 8.59 -0.78 -4.86
H 8.57 -1.42 -6.50

Net charge ... 0
SMILES ... CC(=O)OCCCCCCc1ccc2c(c1)Nc1ccc(B(N)O)cc1S2.COCCNCCOC.COCCNCCOC
E_HOMO ... -7.56 eV
Gap between HOMO and LUMO ... 7.90 eV

These are the Mulliken partial charges, in e, on atoms 1 to 99: -0.915 0.628 -0.480 -0.311 -0.327 -0.252 -0.298 -0.534 -0.527 -0.563 0.595 -0.542 -0.573 0.466 0.117 -0.432 -0.279 0.345 -0.568 -0.476 0.237 0.490 -0.797 -0.528 -0.458 0.260 -0.299 0.247 0.290 0.292 0.308 0.205 0.006 0.368 -0.324 0.375 0.436 0.294 0.302 0.201 0.329 0.298 0.136 0.299 -0.041 0.335 0.156 0.324 0.294 0.275 0.295 0.272 -0.707 -0.331 -0.812 -0.149 -0.315 -1.047 -0.204 -0.402 -0.622 0.233 0.299 0.334 0.401 0.394 0.386 0.142 0.088 0.401 0.426 0.348 0.332 0.315 0.180 0.328 -0.868 -0.290 -0.706 -0.274 -0.325 -0.678 -0.468 -0.438 -0.502 0.229 0.368 0.369 0.413 0.368 0.395 0.156 0.071 0.371 0.393 0.352 0.343 0.270 0.144

***

no.,largest force on an atom (eV/A)
1,2.6
2,4.3
3,4.5
4,4.8